1.
Molecular formula: C3H6NO3S
Method: DFT, the ωB97M-V functional and the def2-TZVPD basis

Values from the calculation:
**HOMO level (alpha / beta)**: -3.643 / -3.641 eV
**Kohn-Sham gap (alpha / beta)**: 0.2731 / 0.2730 hartree
**Calculated total energy**: -21674.9620 eV
**LUMO (alpha / beta)**: 3.8 / 3.8 eV

The geometry in ORCA input format:
```
! wB97M-V def2-TZVPD RIJCOSX def2/J DEFGRID3
* xyz -1 1
C 0.16 -1.09 0.10
C 1.30 1.12 -0.39
C 1.26 -0.15 0.50
N 0.24 -2.30 -0.17
O -2.39 0.56 1.43
O -3.11 -0.75 -0.50
O -1.92 1.35 -0.96
S -2.12 0.21 0.02
H 2.06 1.18 -1.16
H 1.39 1.95 0.17
H 0.38 1.37 -0.85
H 0.94 0.19 1.64
H 2.31 -0.71 0.60
H -0.49 -2.92 -0.42
*
```

=====

2.
Molecular formula: C5H21CaN10O6
Method: DFT, the ωB97M-V functional and the def2-TZVPD basis

Values from the calculation:
**HOMO level (alpha / beta)**: -14.007 / -13.990 eV
**⟨S²⟩**: 0.7547
**Kohn-Sham gap (alpha / beta)**: 0.2793 / 0.1003 hartree
**Calculated total energy**: -51137.8113 eV
**LUMO (alpha / beta)**: -6.4 / -11.3 eV

The geometry in ORCA input format:
```
! wB97M-V def2-TZVPD RIJCOSX def2/J DEFGRID3
* xyz 2 2
Ca 4.90 -2.57 3.85
O 2.83 -2.03 3.35
H 2.63 -1.35 4.02
C 1.78 -1.58 6.72
O 1.15 -1.69 7.75
N 1.33 -2.06 5.54
N 2.80 -0.78 6.69
H 0.49 -2.61 5.64
H 1.88 -2.18 4.70
H 2.68 -0.31 7.57
H 3.18 -0.39 5.84
C 4.00 -4.80 1.78
O 4.67 -4.70 2.79
N 3.23 -3.84 1.34
N 4.09 -5.80 0.95
H 3.20 -3.13 2.06
H 2.44 -3.92 0.71
H 3.48 -5.81 0.14
H 4.73 -6.57 1.14
C 3.13 1.63 3.66
O 2.90 1.24 4.77
N 3.28 0.80 2.64
N 3.09 2.92 3.35
H 3.76 1.11 1.81
H 3.08 -0.16 2.91
H 3.12 3.17 2.37
H 3.13 3.66 4.05
C 5.93 -0.01 5.69
O 5.09 -0.64 5.09
N 6.91 0.64 5.16
N 6.07 0.21 7.01
H 7.70 0.93 5.73
H 6.81 0.82 4.18
H 6.76 0.92 7.21
H 5.56 -0.30 7.71
C -0.26 -1.44 1.51
O -1.09 -1.18 0.68
N 0.75 -2.14 1.29
N -0.11 -0.69 2.57
H 1.61 -1.74 1.64
H 0.70 -2.43 0.33
H 0.45 -1.15 3.27
H -1.00 -0.21 2.68
*
```

=====

3.
Molecular formula: C7H8ClNO2
Method: DFT, the ωB97M-V functional and the def2-TZVPD basis

Values from the calculation:
**HOMO level (alpha / beta)**: -8.218 / -7.779 eV
**Kohn-Sham gap (alpha / beta)**: 0.2580 / 0.2263 hartree
**Calculated total energy**: -25490.2326 eV
**LUMO (alpha / beta)**: -1.2 / -1.6 eV

The geometry in ORCA input format:
```
! wB97M-V def2-TZVPD RIJCOSX def2/J DEFGRID3
* xyz 0 1
C 1.46 -0.16 -1.97
C 0.41 -0.67 0.12
C 0.45 -0.95 -2.56
C -0.49 -1.29 -1.50
C 1.31 0.25 -0.59
C 0.13 0.16 2.32
C -1.22 1.16 0.56
N -0.57 -0.08 1.04
O 0.36 -1.40 -3.71
O 1.86 1.21 -0.05
Cl -1.59 -2.51 -1.48
H 2.38 0.04 -2.51
H 0.93 0.87 2.13
H -0.56 0.56 3.07
H 0.56 -0.77 2.67
H -0.47 1.93 0.46
H -1.65 0.96 -0.42
H -2.00 1.48 1.25
H -1.29 -0.79 1.18
*
```

=====

4.
Molecular formula: C3H4OS
Method: DFT, the ωB97M-V functional and the def2-TZVPD basis

Values from the calculation:
**HOMO level**: -9.083 eV
**SMILES**: C#CS.C=O
**Kohn-Sham gap**: 0.3541 hartree
**Calculated total energy**: -16055.0917 eV
**LUMO**: 0.6 eV

The geometry in ORCA input format:
```
! wB97M-V def2-TZVPD RIJCOSX def2/J DEFGRID3
* xyz 0 1
C -1.54 0.80 -0.04
C -0.92 1.75 -0.44
C 1.70 -0.73 0.22
O 1.46 -0.17 -0.80
S -2.53 -0.53 0.28
H -1.59 -1.46 -0.21
H 1.79 -0.23 1.19
H 1.71 -1.81 0.27
H -0.08 2.39 -0.46
*
```

=====

5.
Molecular formula: C7H12O
Method: DFT, the ωB97M-V functional and the def2-TZVPD basis

Values from the calculation:
**HOMO level**: -9.181 eV
**SMILES**: C=C(C)C(=C)CCO
**Kohn-Sham gap**: 0.3693 hartree
**Calculated total energy**: -9499.1472 eV
**LUMO**: 0.9 eV

The geometry in ORCA input format:
```
! wB97M-V def2-TZVPD RIJCOSX def2/J DEFGRID3
* xyz 0 1
C 0.43 -2.05 -1.39
C 0.44 -0.44 -1.00
C -0.28 1.55 2.19
C -0.41 -0.17 0.17
C -0.09 1.32 0.72
C -1.25 -0.96 0.80
C 0.21 2.33 -0.08
O 0.65 -2.30 -2.76
H 1.48 -1.87 -3.02
H 1.23 -2.51 -0.79
H -0.47 -2.63 -1.18
H 1.48 -0.19 -0.80
H 0.10 0.12 -1.87
H -1.33 1.46 2.48
H 0.04 2.55 2.48
H 0.28 0.82 2.77
H -1.79 -0.64 1.68
H -1.49 -1.94 0.42
H 0.39 2.22 -1.14
H 0.38 3.33 0.30
*
```

=====

6.
Molecular formula: C20H20BClIrN8O2S3
Method: DFT, the ωB97M-V functional and the def2-TZVPD basis

Values from the calculation:
**HOMO level**: -5.319 eV
**Kohn-Sham gap**: 0.2851 hartree
**Calculated total energy**: -85630.2435 eV
**LUMO**: 2.4 eV

The geometry in ORCA input format:
```
! wB97M-V def2-TZVPD RIJCOSX def2/J DEFGRID3
* xyz -1 1
Ir 0.20 0.11 -0.04
S 0.26 -2.18 0.43
C 1.31 -1.83 1.75
S 1.47 -0.13 1.87
C 1.96 -2.77 2.53
C 2.87 -2.39 3.55
N 3.61 -2.09 4.38
C 1.80 -4.16 2.25
N 1.67 -5.28 2.02
B -1.38 3.00 1.26
N -1.79 1.56 1.72
C -2.60 1.37 2.76
C -2.84 0.01 2.90
C -2.10 -0.57 1.88
N -1.48 0.37 1.17
N -0.80 2.98 -0.17
C -0.97 3.97 -1.06
C -0.12 3.76 -2.13
C 0.55 2.58 -1.80
N 0.15 2.14 -0.61
H -2.39 3.67 1.21
H -0.57 3.46 2.05
H -2.97 2.22 3.31
H -3.45 -0.48 3.63
H -1.99 -1.60 1.61
H -1.68 4.75 -0.86
H -0.01 4.35 -3.02
H 1.27 2.02 -2.37
C 1.26 -3.49 -2.90
N 1.66 -2.12 -2.61
C 2.43 -1.68 -1.63
S 2.33 0.01 -1.20
N 3.32 -2.40 -0.95
C 3.57 -3.84 -0.96
H 0.57 -3.44 -3.74
H 0.75 -3.95 -2.05
H 2.10 -4.11 -3.20
H 0.96 -1.42 -2.89
H 3.72 -1.88 -0.19
H 3.98 -4.16 -1.92
H 2.67 -4.40 -0.73
H 4.30 -4.05 -0.19
Cl -6.29 -2.43 -5.76
C -4.89 -1.89 -4.86
C -4.77 -2.21 -3.52
C -3.66 -1.77 -2.82
C -2.67 -1.02 -3.45
C -2.81 -0.72 -4.80
C -3.92 -1.13 -5.51
C -1.44 -0.57 -2.68
O -1.65 -0.32 -1.46
O -0.38 -0.51 -3.33
H -5.54 -2.80 -3.04
H -3.56 -1.98 -1.76
H -2.02 -0.15 -5.28
H -4.04 -0.89 -6.56
*
```